1.
ORCA calculation (ωB97M-V with the def2-TZVPD basis set) on a cluster of 2 separate species, C4H8N3O2 in total in a non-equilibrium geometry.

Summary:
Energy relative to the best compared isomer or geometry (same formula, charge and spin) in kJ/mol: 587.5
Lowest unoccupied orbital energy in Eh: -0.1642

The geometry in ORCA input format:
```
! wB97M-V def2-TZVPD RIJCOSX def2/J DEFGRID3
* xyz 1 1
C -0.286 0.091 -0.044
N 0.053 0.947 0.866
H 0.252 -2.864 -1.486
O -1.941 -1.708 0.163
C 0.503 -0.948 -1.927
H 0.950 2.867 1.320
H 0.153 -0.195 -2.696
H -1.084 1.577 2.669
H 1.973 1.547 1.498
H -1.135 -2.241 -2.227
C -1.366 -0.707 0.563
C 1.102 1.908 0.891
H 1.627 2.161 0.028
O -1.603 -0.100 1.827
H 1.575 -1.094 -1.630
N -0.137 -2.073 -1.927
N -0.636 0.833 2.111
*
```

For each atom in turn, the Löwdin charge in e is: 0.084, -0.113, 0.116, 0.115, -0.010, 0.097, 0.137, 0.194, 0.134, 0.172, -0.366, -0.003, 0.084, 0.054, 0.134, 0.087, 0.083



2.
ORCA calculation (ωB97M-V with the def2-TZVPD basis set) on a structure of composition C17H28B11Br6NO4S4Sr in a non-equilibrium geometry.

Summary:
Energy relative to the best compared isomer or geometry (same formula, charge and spin) in kJ/mol: 679.8
Lowest unoccupied orbital energy in Eh: -0.0145

The geometry in ORCA input format:
```
! wB97M-V def2-TZVPD RIJCOSX def2/J DEFGRID3
* xyz 0 1
B -1.801 1.386 -4.141
H 3.312 -5.010 5.819
N 3.921 -1.185 1.432
C 3.096 -3.168 2.459
H 0.043 3.156 5.611
O 5.917 -1.065 3.009
B -4.096 3.253 -4.077
H -6.202 2.205 -5.386
B -4.543 0.336 -4.487
C 0.107 2.510 4.734
Br -4.777 4.960 -3.471
C 2.407 -4.358 2.612
H 1.164 2.278 4.602
C 1.595 -0.909 -1.511
B -3.686 2.918 -5.807
H 1.821 -4.754 1.794
Br -5.845 1.662 -1.768
C 2.498 -5.012 3.836
H -5.281 -0.580 -4.577
H -2.389 -0.887 -5.450
O 3.782 -0.041 3.660
B -4.622 1.676 -3.271
H 0.173 4.211 3.424
Br -2.891 -0.734 -1.853
H -3.539 1.614 -4.828
S -0.780 0.975 5.101
H -0.714 -1.920 4.272
C -3.855 1.209 -5.778
C 1.109 1.724 1.746
H -1.538 1.710 -6.795
H 0.718 -0.719 5.902
H 1.522 2.084 0.793
C -0.431 3.313 3.558
O 1.503 -1.932 -2.289
Br -1.105 4.555 -4.575
B -2.758 0.148 -5.017
Br 0.037 1.076 -3.528
C 3.837 -2.648 3.500
B -3.195 0.544 -3.327
C 0.189 -1.391 3.964
B -2.343 3.066 -4.620
B -2.936 2.306 -3.093
H 1.696 -0.237 0.918
O 2.396 -2.455 0.280
H 3.724 -1.000 -1.703
S -0.167 -0.880 2.261
C 2.926 -0.258 -1.726
H 1.769 2.169 2.489
C 1.254 0.169 1.836
H 1.460 0.218 4.630
H 3.136 0.498 -0.971
S 4.486 -1.094 2.937
H 2.029 -0.034 2.571
C 3.255 -4.479 4.878
H 0.687 -3.782 -2.073
C 3.124 -2.249 1.261
Br -2.306 2.965 -1.362
H -3.904 3.606 -6.739
S -0.536 2.477 1.953
C 0.338 -2.762 -2.204
H 1.977 -5.949 3.984
H 1.010 -2.109 3.930
B -2.232 1.738 -5.842
H 2.920 0.209 -2.717
H -1.459 3.631 3.740
B -5.115 2.051 -4.956
H 4.525 -2.855 5.529
H -0.264 -2.471 -1.345
C 3.938 -3.278 4.724
H -0.224 -2.660 -3.129
Sr -0.396 0.526 -0.261
C 0.531 -0.268 4.926
*
```

For each atom in turn, the Löwdin charge in e is: -0.864, 0.105, -0.052, -0.151, 0.078, -0.292, -0.908, 0.153, -0.214, -0.528, 0.864, -0.010, 0.071, -0.320, -0.205, 0.120, 0.858, -0.069, 0.152, 0.152, -0.345, -0.907, 0.085, 0.835, 0.061, 0.887, 0.083, 0.103, -0.536, 0.153, 0.084, 0.068, -0.510, -0.127, 0.859, -0.218, 0.900, -0.223, -0.865, -0.489, -0.908, -0.956, 0.003, 0.002, 0.097, 0.812, -0.083, 0.089, -0.607, 0.053, 0.067, 0.628, 0.034, -0.071, 0.103, -0.532, 0.828, 0.153, 0.779, -0.039, 0.104, 0.067, -0.210, 0.078, 0.080, -0.206, 0.122, 0.059, -0.034, 0.094, 1.075, -0.518



3.
ORCA calculation (ωB97M-V with the def2-TZVPD basis set) on the ion C3H9N2S with charge -1.

Summary:
Energy relative to the best compared isomer or geometry (same formula, charge and spin) in kJ/mol: 50.3
Lowest unoccupied orbital energy in Eh: 0.1468
SMILES string: NCNCC[S-]

The geometry in ORCA input format:
```
! wB97M-V def2-TZVPD RIJCOSX def2/J DEFGRID3
* xyz -1 1
H 0.809 0.302 2.180
H -1.567 -1.195 -0.422
C -0.848 0.480 -1.316
C 1.182 0.076 0.070
H -0.122 1.681 0.160
H -2.177 0.165 0.205
H -0.168 -0.922 1.428
H 1.301 -0.735 -0.646
N -1.928 -0.284 -0.670
C 0.845 -0.495 1.422
N 0.223 1.020 -0.534
H 2.138 0.592 0.088
H -1.308 1.303 -1.857
H -0.409 -0.198 -2.052
S 2.032 -1.790 1.943
*
```

For each atom in turn, the Löwdin charge in e is: 0.031, 0.047, -0.356, -0.365, 0.095, 0.051, 0.014, 0.084, -0.008, -0.816, -0.098, 0.086, 0.088, 0.104, 0.042



4.
ORCA calculation (ωB97M-V with the def2-TZVPD basis set) on a cluster of 14 separate species, C30H84F3O15 in total in a non-equilibrium geometry.

Summary:
Expectation value of S²: 0.750
Lowest unoccupied orbital energy (alpha / beta) in Eh: 0.1300 / 0.1273

The geometry in ORCA input format:
```
! wB97M-V def2-TZVPD RIJCOSX def2/J DEFGRID3
* xyz -2 2
H -1.152 0.831 1.209
H -5.099 -0.962 0.551
C 1.596 5.629 -1.875
C -5.802 -1.793 0.492
H -4.642 -0.311 4.890
H -1.796 5.934 -5.217
H 0.358 3.988 -1.061
H -0.999 -3.355 -5.663
F 2.772 -0.638 1.060
H 2.472 -0.279 -2.983
O -3.677 -2.448 -2.021
H 4.433 -1.255 -3.383
H -0.676 -1.233 -2.220
C -0.392 -1.916 3.673
H 2.807 2.732 3.412
H -4.584 3.896 1.328
C 3.864 2.999 3.407
O 2.330 3.410 -1.410
C -7.017 -1.747 1.463
H -2.147 -2.094 -5.387
C -2.455 1.269 -0.475
H 3.134 -2.276 -3.749
H -3.964 5.401 1.807
H -1.687 4.650 -2.073
O -2.199 5.509 -0.420
H -4.750 2.220 3.199
H 3.936 -3.756 2.471
H 0.631 -3.591 0.172
H 1.011 -2.630 5.263
H -3.575 4.059 -0.817
C 0.041 -2.833 4.809
H -2.766 -2.985 0.311
H -5.474 -2.015 -1.352
H 1.718 4.606 -0.026
H 6.547 0.849 -2.357
H 4.259 -2.089 5.079
H 3.992 3.832 2.715
H -2.819 -4.748 0.097
H -5.286 1.240 5.352
H 2.132 -4.443 0.672
H -0.058 -0.885 3.786
C 0.776 -0.418 -0.178
H 4.620 0.742 -0.497
C 1.393 -4.801 -1.370
O -1.385 4.282 -2.907
O 5.464 -3.558 4.532
H 6.658 1.676 2.959
H 1.788 -5.804 -1.531
H -2.863 -2.036 -2.319
H -3.385 1.287 0.093
H -4.293 -4.242 -1.529
C 6.762 0.466 -1.360
H 0.384 -3.848 4.607
H -1.457 -3.865 -0.614
C 4.678 -2.476 4.150
C 4.021 -1.576 -5.561
O -0.335 0.360 -0.548
O -6.518 -0.083 4.344
H 2.579 6.096 -1.827
H -0.697 -3.693 6.382
H -2.866 3.949 1.744
C 4.685 1.796 3.072
O 1.196 -1.037 -1.410
C 3.591 -1.341 -4.070
C -3.348 -3.720 -1.681
H 4.467 -2.483 -5.969
H -3.422 6.129 -4.807
F 2.433 1.255 0.266
H 0.424 -1.208 0.485
H 0.854 6.339 -1.509
H -3.482 1.025 3.185
C 5.488 0.083 -0.498
H -0.476 -3.130 -3.051
H -2.679 0.891 -1.472
H 4.699 1.505 2.022
H 2.878 -3.546 3.887
H -6.451 -1.020 4.541
H -1.954 -0.550 0.395
H -5.268 -2.729 0.661
H -2.829 -4.225 -2.496
O -6.262 -2.028 -0.804
H 6.285 -3.188 4.863
H 8.109 1.929 -1.134
C 3.595 -3.053 3.231
O 2.249 -3.821 -1.936
C -0.639 -2.367 -3.812
C -2.430 4.433 -3.811
H 0.441 -4.666 -1.884
H 1.780 -2.985 -1.876
C -1.486 0.424 0.254
H -4.185 5.673 -0.484
H -0.030 -2.201 2.686
H -3.434 4.349 -3.396
H 5.642 0.109 0.580
H -2.275 3.703 -4.606
H 7.554 -0.280 -1.426
H 0.356 -2.130 -4.187
C -4.562 1.148 3.260
H 0.636 -5.310 0.540
H -7.691 -2.593 1.330
H 3.942 3.406 4.416
H -2.276 6.555 -3.573
C -3.677 4.498 1.267
F 1.285 0.677 1.959
H 1.423 5.381 -2.923
C 1.216 -4.507 0.085
H -5.024 0.799 2.336
C 1.389 4.341 -1.030
H 3.076 -2.204 2.784
C -3.463 4.923 -0.163
O -1.228 -1.419 -2.983
H 4.907 -0.952 -5.683
O 5.995 2.096 3.511
H 3.305 -1.352 -6.351
H -2.345 -3.496 -4.370
C -5.265 0.513 4.541
O 2.800 -0.235 -3.884
H -1.480 -1.932 3.601
C -1.598 -2.888 -4.881
H -2.305 6.403 -0.085
H 4.199 0.971 3.592
C -2.470 5.833 -4.366
O -0.957 -2.946 5.837
H 3.158 3.851 -1.617
C 1.847 0.238 0.804
H 5.308 -1.770 3.609
H 4.999 -0.810 -0.888
O 7.244 1.719 -0.775
C -2.515 -3.806 -0.360
H -2.063 2.286 -0.501
H -6.705 -1.796 2.505
H -7.521 -0.787 1.349
*
```

Atom charges from the Löwdin analysis, given in e for atoms 1 to 99: 0.114, 0.101, -0.103, -0.323, 0.095, 0.060, 0.099, 0.070, 0.159, 0.049, -0.080, 0.094, 0.051, -0.061, 0.065, 0.049, -0.102, -0.083, -0.074, 0.075, -0.059, 0.083, 0.027, 0.020, -0.270, 0.043, 0.077, 0.053, 0.087, 0.086, -0.337, 0.063, 0.039, 0.097, 0.099, 0.107, 0.076, 0.066, 0.095, 0.067, 0.068, -0.372, 0.054, -0.325, -0.076, -0.097, 0.071, 0.107, 0.051, 0.065, 0.106, -0.244, 0.093, 0.041, -0.338, -0.079, -0.087, -0.102, 0.057, 0.065, 0.070, -0.329, -0.230, -0.347, -0.338, 0.051, 0.054, 0.171, 0.109, 0.056, 0.062, -0.063, 0.085, 0.090, 0.092, 0.056, 0.064, 0.106, 0.094, 0.092, -0.091, 0.075, 0.058, -0.068, -0.098, -0.311, -0.355, 0.082, 0.022, -0.284, 0.067, 0.057, 0.098, 0.050, 0.112, 0.095, 0.114, -0.067, 0.070